C7H13N2O2 | the ωB97M-V functional and the def2-TZVPD basis

Values from the calculation:
**SMILES**: CC/C(O)=N\[C@H](C)COC#[NH+]
**Kohn-Sham gap**: 9.908 eV
**Net charge**: +1

```
24
C7H13N2O2, DFT the ωB97M-V functional and the def2-TZVPD basis
C -0.807 -1.311 -3.064
C 0.199 -1.428 -1.917
C 0.571 -0.077 -1.374
O 1.019 0.749 -2.310
N 0.534 0.349 -0.175
C 0.062 -0.438 0.931
C -1.460 -0.366 1.084
C 0.767 0.033 2.211
O 0.205 1.295 2.724
C 0.605 2.419 2.663
N 0.965 3.517 2.786
H -1.728 -0.839 -2.728
H -1.043 -2.300 -3.444
H -0.387 -0.718 -3.872
H 1.115 -1.887 -2.300
H -0.203 -2.064 -1.128
H 1.246 1.611 -1.935
H 0.366 -1.495 0.847
H -1.935 -0.751 0.185
H -1.785 0.664 1.216
H -1.788 -0.958 1.934
H 0.590 -0.675 3.023
H 1.835 0.174 2.038
H 1.058 4.497 2.604
```



C5H7NOS | the ωB97M-V functional and the def2-TZVPD basis

Values from the calculation:
**Kohn-Sham gap**: 8.947 eV

```
15
C5H7NOS, DFT the ωB97M-V functional and the def2-TZVPD basis
C -0.444 1.899 -0.479
C -0.021 0.714 -1.367
C -1.029 0.031 -0.345
C -0.358 -1.081 0.502
C 0.924 -0.743 1.216
H -0.324 0.850 -2.449
H 1.026 0.395 -1.114
H -1.947 -0.131 -0.890
H -1.077 -1.885 0.814
H 1.276 0.308 1.315
H 1.040 -1.068 2.274
H 1.113 -2.568 0.031
N 1.150 -1.520 0.099
O -1.008 1.257 0.534
S -0.321 3.542 -0.140
```